Record 1
19
Properties=species:S:1:pos:R:3 method="wB97M-V/def2-TZVPD" largest_force_ev_per_a=4.9 gap_ev=9.938 charge=+2
C 1.07938 -0.90091 -0.02890
C -1.74743 -0.69266 0.07574
C 1.92724 0.23671 -0.09099
C 1.13646 1.50347 0.30294
C -0.28076 1.32059 -0.24745
N -0.62902 -0.05191 -0.05030
N 1.12919 -2.15888 0.01109
N -2.94013 -0.16258 0.03268
H -1.69792 -1.76691 0.23933
H 2.82891 0.12479 0.52411
H 2.27490 0.34023 -1.13221
H 1.12033 1.60034 1.38968
H 1.60073 2.39878 -0.10476
H -0.96591 1.97583 0.29764
H -0.31249 1.56426 -1.31524
H 2.02948 -2.65278 0.04228
H 0.31329 -2.77307 0.00430
H -3.76663 -0.73278 0.16556
H -3.09960 0.82749 -0.11549



Record 2
20
Properties=species:S:1:pos:R:3 method="wB97M-V/def2-TZVPD" largest_force_ev_per_a=3.5 gap_ev=7.094 charge=-2
C 0.08842 -0.23754 -0.24209
C -1.04389 0.55411 0.38586
C 0.43972 0.18162 -1.47506
C 4.08100 0.11175 -0.73154
C 4.54875 1.04209 0.29969
O 4.95645 -2.38016 -0.86770
O 2.54157 -2.13420 -0.27077
O 0.58047 -1.20161 0.50584
O 4.38040 -1.62443 1.49197
O 4.05982 0.54236 -1.86098
F 3.83101 1.05676 1.39771
F 5.83932 0.80745 0.50622
F 4.53602 2.33475 -0.21543
P 3.96301 -1.68154 0.01545
H -1.71540 0.74227 -0.43376
H -1.77980 -0.06664 1.04953
H -0.81118 1.32755 1.09484
H -0.02165 0.99082 -1.89328
H 1.20877 -0.29056 -2.00443
H 1.66644 -1.74560 0.37368



Record 3
36
Properties=species:S:1:pos:R:3 method="wB97M-V/def2-TZVPD" largest_force_ev_per_a=2.1 gap_ev=6.357 charge=+2
Pt 0.11653 -0.57738 -0.82018
O 2.39223 -1.15138 -0.81028
C 2.98423 -1.29768 0.47582
C 1.96893 -1.07418 1.57002
C 2.35243 -0.99508 2.90732
C 1.38333 -0.85408 3.88552
C 0.04503 -0.80858 3.51032
C -0.26197 -0.86648 2.16602
N 0.68253 -0.98648 1.23092
H 2.89923 -1.63968 -1.46888
H 3.81033 -0.58048 0.57672
H 3.39963 -2.30628 0.59502
H 3.39673 -1.04048 3.17172
H 1.66273 -0.78228 4.92642
H -0.73777 -0.72278 4.24542
H -1.28787 -0.82708 1.81712
C -2.49287 -2.74028 -1.43548
C -2.84937 -1.30558 -1.42508
N -1.92797 -0.37968 -1.30668
C -2.42487 0.90032 -1.32728
C -3.78297 0.93822 -1.44638
S -4.43407 -0.64838 -1.55078
C -1.44697 1.97142 -1.29468
C -1.62137 3.31572 -1.43868
S -0.10977 4.12292 -1.48528
C 0.70453 2.61472 -1.31298
N -0.12417 1.60842 -1.21098
C 2.17813 2.47762 -1.34198
H -1.39927 -2.82938 -1.39878
H -2.85367 -3.23038 -2.33878
H -2.92667 -3.26408 -0.58298
H -4.41437 1.80312 -1.49128
H -2.54327 3.84892 -1.53508
H 2.64733 3.41432 -1.62578
H 2.45263 1.70902 -2.06458
H 2.56263 2.18332 -0.36548



no.,total energy (eV)
1,-9815.1387
2,-32962.3822
3,-46180.5803